A molecular structure, C6H23Cl2N4O2PTi. Source: OMol25; level of theory: ωB97M-V with the def2-TZVPD basis set.

Cartesian coordinates (Å):
Ti: -1.503 13.797 23.637
Cl: -0.062 16.110 23.377
Cl: -2.724 12.569 21.223
P: -5.314 15.080 24.763
O: 0.047 12.063 23.740
O: -3.946 14.728 24.246
N: -5.463 14.581 26.383
N: -6.624 14.260 24.020
N: -5.701 16.764 24.814
N: 1.692 13.635 22.584
C: -4.355 13.985 27.085
C: -5.814 17.412 23.599
C: -5.059 17.558 25.843
C: -8.053 14.647 24.000
C: -6.725 14.443 27.157
C: -6.312 12.980 23.308
H: -5.139 17.065 26.811
H: 1.070 12.984 23.042
H: -6.934 12.884 22.418
H: -5.536 18.538 25.816
H: -4.036 17.916 25.727
H: -7.431 15.019 26.559
H: -5.303 12.976 22.895
H: -8.111 15.735 24.056
H: -6.811 17.849 23.539
H: -6.359 12.090 23.937
H: 2.627 13.295 22.412
H: -4.049 13.097 26.532
H: -7.035 13.398 27.185
H: -5.010 18.145 23.551
H: -6.802 14.962 28.112
H: -5.612 16.825 22.703
H: -0.209 11.545 24.528
H: 1.605 14.544 23.016
H: -8.674 14.166 24.756
H: -8.492 14.570 23.006
H: -4.677 13.825 28.114
H: 1.447 13.718 21.608
H: -3.499 14.636 27.262

## Properties
charge	-1
LUMO level (spin up / spin down)	2.7 / 2.7	eV
electronic energy	-2723.16207	a.u.
Kohn-Sham gap (spin up / spin down)	3.08 / 7.49	eV
spin multiplicity	4
expectation value of S²	3.752
highest occupied orbital energy (spin up / spin down)	-0.4151 / -4.8399	eV